Formula: C4H5NO
Source: OMol25
Level of theory: ωB97M-V with the def2-TZVPD basis set

Element x y z (Å)
C 0.99448 -0.10949 1.31798
C 0.16518 -0.78092 0.26584
C -1.02754 -0.39082 -0.12348
C -1.59544 0.35939 -1.04085
N -0.66275 1.03855 -1.95044
O 0.50709 0.84779 -1.74399
H 0.60734 0.88325 1.56176
H 1.01709 -0.71666 2.22769
H 2.02166 -0.00589 0.95364
H 0.56650 -1.67698 -0.20757
H -2.63668 0.55674 -1.25718

Computed properties:
SMILES string   CC=C=CN=O
F_max   0.0133 hartree/bohr
ΔE to the lowest compared entry with this formula, charge and spin   101.3 kcal/mol
Molar mass   83.1 Da
HOMO energy   -9.11 eV
Frontier orbital gap   8.768 eV
Lowest unoccupied orbital energy   -0.34 eV
E_tot   -285.25309 Eh